No. 1
# C7H12NP

One molecule with the formula C7H12NP (the ωB97M-V functional and the def2-TZVPD basis, the OMol25 dataset).

Cartesian coordinates (Å):
C1 0.86247 -2.56766 -0.88570
C2 0.55221 -1.57860 0.26119
N1 -0.64254 -1.33649 0.59388
C3 -1.35726 -0.38928 1.24281
C4 -1.41492 0.90735 0.84264
C5 -2.38184 1.81383 1.48982
P1 -0.72424 1.40554 -0.78202
C6 0.83524 1.02532 -0.52610
C7 1.95166 0.93037 -1.54949
H1 1.90072 -2.96499 -0.89317
H2 0.62234 -1.92214 -1.77993
H3 0.14436 -3.43467 -0.88856
H4 1.41608 -1.20185 0.72195
H5 -1.95120 -0.73162 2.02151
H6 -3.24374 1.39281 2.06757
H7 -2.85709 2.41796 0.64623
H8 -1.79198 2.29680 2.42096
H9 1.32482 0.89781 0.51147
H10 1.52296 1.20934 -2.59429
H11 2.54404 -0.03376 -1.44052
H12 2.68791 1.86392 -1.48026

Force components x, y, z for each atom (eV/Å):
-1.08 0.30 0.00
-1.66 -1.81 -0.67
0.45 -1.58 -0.90
2.21 1.53 -1.35
-0.35 -1.09 -0.45
-0.47 1.39 1.91
-1.21 -0.09 0.62
3.78 -0.12 1.45
0.45 2.57 -1.58
-0.66 0.56 -0.02
0.58 -0.98 0.47
0.63 0.97 0.05
1.09 1.07 0.90
-1.17 -0.63 1.36
0.63 -0.43 -0.80
0.78 0.24 1.72
-1.36 0.20 -2.54
-1.44 0.13 -1.46
0.74 -1.44 1.38
-0.79 1.25 -0.60
-1.15 -2.07 0.51

Its SMILES is C/C=N/C=C(C)\P=C\C. As for the energy above the lowest of the compared OMol25 structures with the same formula, charge and spin: 51.8 kcal/mol. The HOMO energy comes out at -0.2857 Ha. The total energy is -18228.5987 eV.

These are the natural (NBO) partial charges, in e, on atoms 1 to 6: -0.686 0.204 -0.435 0.009 -0.405 -0.645

No. 2
# C7H12NS

An isolated ion of composition C7H12NS and charge +1 (the ωB97M-V functional and the def2-TZVPD basis, the OMol25 dataset).

Cartesian coordinates (Å):
C1 -0.75810 -0.62026 0.37158
C2 1.57936 -0.97193 1.18823
C3 -1.83249 -1.13632 0.89551
C4 1.46259 -1.32708 2.43367
C5 0.32858 0.19835 -1.75892
C6 1.63481 0.55505 -1.08616
C7 -1.17129 1.70856 -0.35345
N1 -0.87098 0.27007 -0.80920
S1 2.25590 -1.03991 -0.30822
H1 -2.93810 -1.14243 0.46773
H2 -1.74119 -1.71801 1.77606
H3 2.43702 -1.42736 3.09733
H4 0.58925 -1.42440 2.91115
H5 0.09122 1.03922 -2.59018
H6 0.26114 -0.75446 -2.06683
H7 2.25949 0.80292 -1.99000
H8 1.65764 1.18145 -0.25537
H9 -1.47031 1.64086 0.78468
H10 -0.27070 2.15188 -0.36263
H11 -1.93629 1.99428 -0.94850
H12 -1.56754 0.01953 -1.39648

Force components x, y, z for each atom (eV/Å):
2.31 0.24 0.52
-3.00 0.11 -0.69
-2.87 -0.44 -1.22
5.57 0.59 -0.20
-1.63 5.97 1.04
0.63 -2.88 -2.11
-0.70 -4.16 4.34
2.90 1.58 2.15
1.30 0.20 -0.72
2.30 0.37 0.69
0.06 -0.52 0.76
-1.95 0.11 -1.55
-3.22 -0.37 1.60
0.50 -2.25 1.65
0.37 -3.26 -1.83
0.20 -0.01 1.59
-0.18 1.79 0.72
0.27 0.15 -2.50
2.71 2.36 -0.50
-2.08 1.74 -1.76
-3.46 -1.33 -1.97

As for the energy above the lowest of the compared OMol25 structures with the same formula, charge and spin: 130.7 kcal/mol. The HOMO energy (spin up / spin down) comes out at -0.4425 / -0.4426 Ha. Its net charge is +1. The total energy is -19765.4709 eV.

These are the natural (NBO) partial charges, in e, on atoms 1 to 6: -0.044 -0.051 -0.485 -0.394 -0.203 -0.522